This record from the Open Molecules 2025 dataset describes a single C4H4O3 molecule. The level of theory is wB97M-V/def2-TZVPD.

Properties
DFT total energy = -10352.96305 eV
Max |F| = 0.6 eV/Å
LUMO energy = 0.353 eV
SMILES = O=CC1(C=O)CO1
Frontier orbital gap = 10.49 eV
Multiplicity = 1

Geometry (Å):
O -2.117 1.179 -0.362
C -0.961 1.191 -0.026
C -0.064 -0.016 -0.161
C -0.243 -1.166 0.751
O -0.665 -1.220 -0.589
C 1.312 0.223 -0.706
O 1.855 1.300 -0.683
H -0.479 2.084 0.410
H 0.615 -1.790 1.008
H -1.032 -1.102 1.499
H 1.781 -0.684 -1.139

Forces on the atoms, in the same order (eV/Å):
O 0.447 -0.008 0.210
C -0.391 -0.019 -0.045
C 0.024 0.168 -0.070
C 0.037 -0.089 0.274
O -0.033 -0.079 -0.140
C 0.172 0.371 0.046
O -0.209 -0.512 -0.030
H -0.012 -0.052 -0.101
H -0.122 0.139 -0.065
H 0.067 -0.014 -0.128
H 0.020 0.095 0.049

Here is what Mulliken gives for the atomic charges, in e: -0.44 -0.15 0.96 -0.56 -0.41 -0.17 -0.47 0.34 0.28 0.26 0.36